No. 1
A cluster of 3 separate species, C27H42F7N4O5S in total, computed with ωB97M-V/def2-TZVPD.

Structure (XYZ):
```
86
Properties=species:S:1:pos:R:3
C 2.65 -0.85 6.03
C 2.09 0.02 4.92
O 2.77 1.28 4.95
C 2.58 2.20 3.99
O 3.30 3.16 3.94
C 1.46 1.96 2.99
C 1.42 3.08 1.96
C 0.13 3.17 1.14
C -0.03 2.19 -0.01
S -0.24 0.44 0.51
C 1.15 2.20 -0.99
C 0.88 1.40 -2.28
C 1.65 0.05 -2.32
N 2.56 -0.01 -3.47
C 2.38 -1.24 -4.26
N -0.57 1.12 -2.56
C -1.52 1.61 -1.74
N -2.78 1.17 -1.80
C -3.78 1.80 -0.90
C -3.68 1.33 0.57
O -3.05 1.98 1.36
C -4.44 0.11 0.98
C -5.83 0.12 0.87
C -6.57 -0.97 1.30
C -5.92 -2.08 1.82
C -4.53 -2.10 1.92
C -3.79 -1.00 1.51
C -3.10 0.13 -2.79
F -2.38 -0.96 -2.49
F -2.73 0.57 -4.03
C -4.58 -0.31 -2.94
F -4.53 -1.41 -3.72
F -5.09 -0.66 -1.76
C -5.50 0.74 -3.67
F -5.58 0.47 -4.96
F -5.01 1.99 -3.51
F -6.72 0.70 -3.12
N -1.22 2.61 -0.82
H 2.52 -1.90 5.76
H 3.71 -0.67 6.18
H 2.12 -0.69 6.97
H 2.25 -0.47 3.95
H 1.02 0.16 5.06
H 1.71 1.02 2.49
H 0.50 1.82 3.50
H 1.52 4.03 2.49
H 2.30 3.01 1.32
H 0.11 4.17 0.67
H -0.75 3.13 1.79
H -0.76 0.68 1.72
H 2.06 1.84 -0.50
H 1.33 3.25 -1.24
H 1.28 1.96 -3.13
H 2.18 -0.10 -1.38
H 0.91 -0.76 -2.38
H 3.50 -0.07 -3.09
H 2.38 -2.13 -3.63
H 1.45 -1.20 -4.83
H 3.21 -1.34 -4.97
H -0.80 1.20 -3.54
H -3.65 2.88 -0.92
H -4.79 1.60 -1.26
H -6.34 0.99 0.46
H -7.65 -0.94 1.22
H -6.50 -2.93 2.15
H -4.04 -2.97 2.33
H -2.71 -1.01 1.60
H -0.92 3.42 -1.36
C 2.06 -5.99 -2.43
C 2.16 -4.52 -2.07
O 3.50 -4.05 -2.15
H 2.69 -6.58 -1.77
H 1.03 -6.35 -2.35
H 2.40 -6.17 -3.45
H 1.83 -4.35 -1.05
H 1.52 -3.93 -2.74
H 3.80 -4.19 -3.06
C 6.33 -0.05 2.30
C 5.25 0.30 1.29
O 3.97 0.43 1.90
H 6.08 -0.98 2.81
H 7.29 -0.17 1.81
H 6.42 0.74 3.05
H 5.14 -0.50 0.55
H 5.51 1.22 0.76
H 4.04 1.14 2.55
```

Calculated values
* lowest unoccupied orbital energy: -3.60 eV
* HOMO level: -11.914 eV
* net charge: +1

Atomic partial charges in e from the Mulliken method, atoms 1 to 6: number 1, C, carries -1.314; number 2, C, carries 0.176; number 3, O, carries -0.282; number 4, C, carries -0.023; number 5, O, carries -0.586; number 6, C, carries -0.150

No. 2
A structure of composition C5H10O, computed with ωB97M-V/def2-TZVPD.

Structure (XYZ):
```
16
Properties=species:S:1:pos:R:3
C 0.35 -0.31 1.86
C -0.33 -0.76 0.59
C -0.77 -0.21 -1.52
C -0.76 1.29 -1.39
C 0.87 -0.59 -0.48
O 0.48 -0.67 -1.84
H 0.54 0.77 1.81
H 1.32 -0.81 1.97
H -0.27 -0.52 2.73
H -1.30 -0.22 0.57
H -0.64 -1.81 0.59
H -1.08 1.50 -2.41
H -1.53 1.65 -0.71
H 0.19 1.81 -1.22
H 1.50 -1.45 -0.25
H 1.43 0.34 -0.31
```

Calculated values
* lowest unoccupied orbital energy: 1.00 eV
* ΔE to the lowest compared entry with this formula, charge and spin: 4.9471 eV
* HOMO level: -7.917 eV

Atomic partial charges in e from the Mulliken method, atoms 1 to 6: number 1, C, carries -1.261; number 2, C, carries -0.118; number 3, C, carries -0.252; number 4, C, carries -0.767; number 5, C, carries -0.779; number 6, O, carries -0.242

No. 3
A structure of composition C27H29AgAsClN2O3, computed with ωB97M-V/def2-TZVPD.

Structure (XYZ):
```
64
Properties=species:S:1:pos:R:3
Ag 1.38 -1.17 -1.41
N 0.04 -0.98 1.48
C -0.78 0.08 1.42
C -1.05 0.86 2.53
C -1.74 2.09 2.38
C -2.19 2.46 1.14
C -1.92 1.72 -0.03
C -2.33 2.14 -1.33
C -2.25 1.30 -2.36
C -1.45 0.10 -2.15
N -0.94 -0.23 -0.99
C -1.16 0.50 0.09
H 0.12 -1.32 2.47
H -0.13 -1.81 0.85
H -0.69 0.46 3.52
H -1.91 2.64 3.26
H -2.84 3.33 1.03
H -2.92 3.06 -1.35
H -2.60 1.59 -3.35
H -1.39 -0.62 -3.00
C 1.82 2.36 -2.58
As 2.69 0.89 -1.75
C 4.41 0.93 -2.67
C 3.18 1.55 0.03
C 2.60 2.94 0.14
C 3.45 4.06 -0.09
C 2.96 5.31 0.22
C 1.64 5.45 0.68
C 0.78 4.37 0.74
C 1.24 3.09 0.53
H 2.51 3.19 -2.75
H 1.03 2.64 -1.92
H 1.44 2.03 -3.52
H 4.83 1.93 -2.67
H 4.28 0.58 -3.69
H 5.14 0.29 -2.11
H 4.25 1.50 0.12
H 2.68 0.92 0.76
H 4.52 3.90 -0.33
H 3.65 6.18 0.36
H 1.44 6.48 0.95
H -0.28 4.38 1.04
H 0.65 2.19 0.74
C -1.33 -5.67 1.75
C -1.88 -4.30 1.48
C -2.50 -3.59 2.46
C -3.23 -2.49 2.20
Cl -4.05 -1.68 3.50
C -3.36 -2.02 0.93
C -2.81 -2.75 -0.11
C -2.03 -3.86 0.14
O -1.63 -4.55 -0.98
C -0.30 -5.04 -1.08
C 0.63 -3.81 -0.91
O 0.90 -3.17 -1.94
O 1.05 -3.52 0.21
H -1.72 -6.04 2.67
H -0.24 -5.70 1.73
H -1.73 -6.40 1.03
H -2.53 -3.87 3.49
H -3.96 -1.12 0.74
H -2.84 -2.44 -1.19
H -0.38 -5.45 -2.18
H -0.17 -5.90 -0.35
```

Calculated values
* lowest unoccupied orbital energy: -0.03 eV
* ΔE to the lowest compared entry with this formula, charge and spin: 0.5389 eV
* HOMO level: -7.835 eV

Atomic partial charges in e from the Mulliken method, atoms 1 to 6: number 1, Ag, carries 0.078; number 2, N, carries -0.031; number 3, C, carries 0.553; number 4, C, carries -0.711; number 5, C, carries -0.849; number 6, C, carries -1.240

No. 4
A cluster of 2 separate species, C2H3NO2 in total, computed with ωB97M-V/def2-TZVPD.

Structure (XYZ):
```
8
Properties=species:S:1:pos:R:3
C 0.74 -0.46 -0.35
C -1.64 0.65 0.45
N 0.18 0.69 -0.37
O 0.57 1.79 -0.79
O -1.92 -0.29 1.06
H 1.70 -0.59 -0.73
H 0.33 -1.44 -0.15
H -2.00 1.52 -0.01
```

Calculated values
* lowest unoccupied orbital energy: -0.11 eV
* ΔE to the lowest compared entry with this formula, charge and spin: 4.5682 eV
* HOMO level: -8.879 eV

Atomic partial charges in e from the Mulliken method, atoms 1 to 6: number 1, C, carries -0.394; number 2, C, carries 0.257; number 3, N, carries 0.152; number 4, O, carries -0.607; number 5, O, carries -0.306; number 6, H, carries 0.323

No. 5
A structure of composition C28H19BrClMgN6O4S, computed with ωB97M-V/def2-TZVPD.

Structure (XYZ):
```
61
Properties=species:S:1:pos:R:3
Mg 0.39 -0.57 0.89
N -0.82 -4.90 2.11
C -0.53 -3.57 1.97
S -0.87 -2.83 0.47
N -0.03 -3.01 3.06
N 0.24 -1.70 2.92
C 0.56 -1.08 3.99
C 0.85 0.35 3.91
C 1.11 1.10 5.06
C 1.37 2.45 4.93
C 1.37 3.01 3.67
C 1.11 2.20 2.58
N 0.85 0.90 2.69
H -0.91 -5.41 1.25
H -0.38 -5.36 2.89
H 0.58 -1.58 4.95
H 1.11 0.61 6.03
H 1.57 3.05 5.81
H 1.57 4.07 3.52
H 1.11 2.60 1.57
Br -2.53 0.11 1.65
C -2.39 1.89 1.02
C -3.37 2.77 1.39
C -3.33 4.10 0.91
C -2.32 4.49 0.08
C -1.29 3.58 -0.30
C -0.25 4.01 -1.15
C 0.74 3.14 -1.50
C 0.73 1.82 -1.00
C -0.24 1.31 -0.16
C -1.29 2.24 0.18
H -4.17 2.45 2.03
H -4.11 4.79 1.19
H -2.28 5.50 -0.30
H -0.25 5.03 -1.51
H 1.54 3.46 -2.16
H 1.56 1.18 -1.30
O 5.22 -1.49 -2.63
C 4.22 -1.72 -3.45
O 4.40 -1.98 -4.62
C 2.85 -1.64 -2.87
C 1.68 -1.84 -3.57
Cl 1.42 -2.17 -5.22
N 0.64 -1.69 -2.72
N 1.08 -1.38 -1.49
C 2.39 -1.35 -1.55
C 3.12 -1.04 -0.27
O 4.36 -1.03 -0.28
O 2.38 -0.81 0.73
C -0.76 -1.86 -2.93
C -1.24 -3.00 -3.54
C -2.61 -3.17 -3.68
C -3.48 -2.21 -3.19
C -2.99 -1.08 -2.56
C -1.62 -0.89 -2.43
H 4.91 -1.28 -1.68
H -0.55 -3.76 -3.88
H -2.99 -4.07 -4.15
H -4.55 -2.36 -3.29
H -3.67 -0.34 -2.16
H -1.22 -0.03 -1.92
```

Calculated values
* lowest unoccupied orbital energy: 2.32 eV
* ΔE to the lowest compared entry with this formula, charge and spin: 0.0143 eV
* HOMO level: -5.095 eV
* net charge: -1

Atomic partial charges in e from the Mulliken method, atoms 1 to 6: number 1, Mg, carries 1.287; number 2, N, carries -0.426; number 3, C, carries 0.382; number 4, S, carries -0.414; number 5, N, carries -1.688; number 6, N, carries 1.138

No. 6
A structure of composition C41H80F3N10O9SV, computed with ωB97M-V/def2-TZVPD.

Structure (XYZ):
```
145
Properties=species:S:1:pos:R:3
V -3.04 -27.84 14.39
N -4.75 -29.20 12.80
O -5.68 -29.62 12.11
O -4.44 -29.52 13.90
O -4.11 -28.19 12.53
N -2.98 -27.36 17.12
O -2.93 -27.21 18.32
O -2.37 -26.78 16.30
O -3.66 -28.19 16.50
C -3.48 -23.46 14.58
F -4.62 -22.79 14.59
F -2.50 -22.75 13.97
F -3.08 -23.70 15.85
S -3.83 -25.19 13.68
O -4.53 -24.93 12.45
O -2.51 -25.86 13.60
O -4.43 -26.20 14.56
N 2.44 -21.79 15.32
C 1.20 -21.35 14.96
C 0.32 -21.73 15.95
C 0.92 -22.63 16.79
C 2.26 -22.61 16.44
H 3.18 -21.74 14.64
H 1.00 -20.78 14.06
H -0.74 -21.58 16.08
H 0.48 -23.19 17.60
H 3.12 -23.16 16.79
N -6.94 -24.59 19.56
C -5.99 -24.47 18.61
C -6.58 -24.28 17.33
C -7.98 -24.41 17.55
C -8.14 -24.43 18.95
H -6.75 -24.67 20.55
H -4.94 -24.37 18.87
H -6.07 -24.17 16.39
H -8.78 -24.28 16.83
H -9.02 -24.51 19.57
N -2.54 -19.91 11.13
C -1.53 -20.42 11.94
C -0.45 -20.67 11.19
C -0.73 -20.24 9.89
C -2.09 -19.90 9.83
H -3.48 -19.76 11.48
H -1.71 -20.39 13.01
H 0.53 -20.94 11.56
H -0.04 -20.25 9.06
H -2.64 -19.53 8.98
N -7.26 -25.26 11.76
C -7.56 -26.63 11.64
C -8.89 -26.80 11.45
C -9.45 -25.54 11.28
C -8.44 -24.64 11.52
H -6.35 -24.90 12.00
H -6.76 -27.34 11.78
H -9.42 -27.74 11.39
H -10.50 -25.37 11.08
H -8.60 -23.57 11.58
C -2.48 -23.48 19.68
C -2.14 -22.07 19.84
N -3.25 -21.15 19.42
C -3.03 -19.81 19.87
C -3.06 -19.74 21.42
C -3.36 -21.27 17.93
C -4.58 -20.53 17.36
H -2.42 -23.89 18.68
H -3.43 -23.74 20.17
H -1.67 -24.01 20.17
H -1.98 -21.94 20.91
H -1.18 -21.88 19.37
H -2.04 -19.52 19.52
H -3.78 -19.11 19.53
H -2.17 -20.03 21.98
H -3.19 -18.67 21.60
H -3.96 -20.18 21.83
H -3.40 -22.33 17.71
H -2.42 -21.02 17.44
H -4.55 -20.91 16.34
H -4.47 -19.44 17.38
H -5.48 -20.88 17.86
C 1.33 -28.66 15.15
C -0.14 -28.16 15.19
N -1.06 -28.55 14.09
C -1.11 -30.01 13.78
C -1.61 -30.82 14.96
C -0.42 -27.97 12.89
C -1.15 -28.07 11.51
H 1.87 -28.16 14.34
H 1.51 -29.72 15.01
H 1.81 -28.39 16.09
H -0.55 -28.43 16.17
H -0.03 -27.08 15.20
H -1.95 -30.16 13.10
H -0.13 -30.41 13.50
H -0.86 -30.72 15.74
H -2.62 -30.57 15.29
H -1.72 -31.88 14.74
H 0.57 -28.37 12.64
H -0.21 -26.92 13.08
H -0.47 -27.68 10.76
H -1.97 -27.36 11.63
H -1.54 -29.04 11.19
C -5.09 -17.73 10.01
C -5.87 -18.81 10.82
N -5.12 -19.26 12.00
C -5.62 -20.48 12.64
C -5.66 -21.71 11.71
C -5.14 -18.13 12.98
C -3.95 -18.26 14.02
H -4.01 -17.87 10.04
H -5.29 -16.74 10.41
H -5.40 -17.72 8.96
H -6.86 -18.51 11.14
H -6.14 -19.64 10.17
H -4.93 -20.74 13.44
H -6.56 -20.27 13.15
H -5.83 -22.63 12.27
H -6.34 -21.67 10.86
H -4.68 -21.87 11.25
H -6.01 -18.10 13.65
H -5.02 -17.19 12.45
H -3.99 -17.29 14.52
H -3.00 -18.53 13.57
H -4.13 -19.02 14.78
C -1.40 -25.03 9.57
C -2.15 -24.99 8.20
N -3.10 -23.91 8.03
C -4.26 -23.90 8.98
C -5.03 -25.21 9.07
C -2.57 -22.51 7.92
C -1.68 -22.36 6.70
H -1.10 -24.01 9.80
H -0.54 -25.70 9.57
H -2.08 -25.34 10.37
H -1.41 -24.85 7.41
H -2.64 -25.92 7.90
H -3.94 -23.51 9.95
H -4.91 -23.08 8.67
H -6.05 -25.10 9.42
H -5.18 -25.76 8.15
H -4.59 -25.80 9.89
H -1.94 -22.24 8.76
H -3.41 -21.82 7.99
H -2.28 -22.42 5.79
H -0.83 -23.05 6.72
H -1.35 -21.32 6.67
```

Calculated values
* lowest unoccupied orbital energy (alpha / beta): -1.92 / -0.84 eV
* ΔE to the lowest compared entry with this formula, charge and spin: 3.5121 eV
* <S²>: 2.021
* multiplicity: 3
* HOMO level (alpha / beta): -7.532 / -7.532 eV

Atomic partial charges in e from the Mulliken method, atoms 1 to 6: number 1, V, carries 0.410; number 2, N, carries 1.301; number 3, O, carries -0.626; number 4, O, carries -0.732; number 5, O, carries -0.522; number 6, N, carries 1.370

No. 7
A cluster of 2 separate species, C4H9N2O3 in total, computed with ωB97M-V/def2-TZVPD.

Structure (XYZ):
```
18
Properties=species:S:1:pos:R:3
C -0.23 -0.54 -0.98
C 1.04 2.01 -0.02
C 1.46 -2.20 -0.44
C -0.34 2.67 1.79
N 0.01 -1.75 -0.53
N -1.53 -0.12 -1.07
O 1.53 2.60 -0.85
O -0.89 -2.78 -0.16
O 0.38 1.69 0.90
H 2.03 -1.38 -1.01
H 1.74 -2.23 0.63
H 1.55 -3.09 -1.14
H -1.35 2.61 1.34
H 0.33 3.54 1.90
H -0.34 2.20 2.78
H -1.83 0.83 -1.34
H -2.26 -0.80 -0.92
H -1.29 -3.26 -0.88
```

Calculated values
* lowest unoccupied orbital energy (alpha / beta): -5.02 / -5.03 eV
* ΔE to the lowest compared entry with this formula, charge and spin: 5.6409 eV
* HOMO level (alpha / beta): -12.522 / -12.521 eV
* net charge: +1

Atomic partial charges in e from the Mulliken method, atoms 1 to 6: number 1, C, carries -0.249; number 2, C, carries 0.752; number 3, C, carries -0.744; number 4, C, carries -0.553; number 5, N, carries 0.276; number 6, N, carries -0.305

No. 8
The molecule C6H6, computed with ωB97M-V/def2-TZVPD.

Structure (XYZ):
```
12
Properties=species:S:1:pos:R:3
C -2.88 0.67 0.82
C -1.86 0.51 0.22
C -0.61 0.32 -0.42
C 0.28 0.84 -1.20
C 0.58 -0.55 -0.67
C 1.59 -0.63 0.42
H -3.72 0.55 1.50
H 0.77 1.59 -1.75
H 0.44 -1.45 -1.15
H 2.36 -1.33 0.31
H 1.01 -0.93 1.35
H 2.03 0.40 0.57
```

Calculated values
* lowest unoccupied orbital energy: 0.99 eV
* ΔE to the lowest compared entry with this formula, charge and spin: 4.8430 eV
* HOMO level: -9.080 eV
* structure (SMILES): C#CC1=C[C@H]1C

Atomic partial charges in e from the Mulliken method, atoms 1 to 6: number 1, C, carries 0.062; number 2, C, carries -0.402; number 3, C, carries 0.331; number 4, C, carries -0.774; number 5, C, carries -0.196; number 6, C, carries -1.079

no.,largest force on an atom (eV/A),E_tot (eV)
1,1.7,-74728.979
2,1.4,-7389.818
3,3.4,-114952.214
4,4.7,-7703.275
5,0.2,-145326.700
6,8.5,-121807.693
7,2.8,-13404.276
8,3.1,-6314.357